(1)
67
Properties=species:S:1:pos:R:3 method="wB97M-V/def2-TZVPD" s2=2.016 multiplicity=3 charge=+2
Au 0.7366 -1.2394 1.5206
O 0.0378 -2.6719 5.3705
C 0.0268 -2.3074 4.2275
N 1.0699 -1.7559 3.5053
C 2.3242 -1.5160 4.0364
O 2.6779 -1.6494 5.1755
C 3.3228 -1.0339 2.9935
C 4.6446 -0.8475 3.3568
C 5.5476 -0.4249 2.3966
C 5.1045 -0.2085 1.0971
C 3.7711 -0.4116 0.8091
N 2.9019 -0.8112 1.7424
C -1.2441 -2.4486 3.4054
C -2.3782 -2.9736 3.9952
C -3.5327 -3.0891 3.2389
C -3.5181 -2.6729 1.9144
C -2.3478 -2.1616 1.3910
N -1.2353 -2.0574 2.1256
H 4.9242 -1.0445 4.3825
H 6.5859 -0.2659 2.6548
H 5.7875 0.1021 0.3186
H 3.3735 -0.2696 -0.1890
H -2.3245 -3.2842 5.0293
H -4.4315 -3.4994 3.6791
H -4.3996 -2.7464 1.2918
H -2.2813 -1.8341 0.3601
C -2.7037 -1.3388 -2.7496
N -1.4435 -1.6277 -2.0522
C -0.9875 -3.0238 -2.1923
P -0.2854 -0.5167 -1.7883
O 0.6842 -0.9176 -0.7350
O -1.2272 0.7669 -1.3471
P -0.8074 1.7423 -0.1697
O -0.5078 1.1138 1.1078
N -2.0821 2.8058 -0.1435
C -2.7947 3.2699 -1.3279
C -2.2758 3.5982 1.0774
N 0.5061 2.5880 -0.7935
C 0.3907 3.3770 -2.0133
C 1.5833 2.9703 0.1186
N 0.5167 0.0447 -3.0919
C -0.2308 0.4251 -4.2947
C 1.9328 -0.2734 -3.3237
H -3.4801 -1.9926 -2.3519
H -2.6245 -1.5225 -3.8230
H -3.0136 -0.3108 -2.5816
H -1.7528 -3.6840 -1.7851
H -0.0671 -3.1801 -1.6347
H -0.8221 -3.2894 -3.2389
H -2.6514 2.5878 -2.1601
H -2.4629 4.2765 -1.6035
H -3.8577 3.3214 -1.0874
H -1.8271 3.0953 1.9287
H -3.3480 3.7088 1.2423
H -1.8463 4.5975 0.9581
H -0.3678 2.9608 -2.6713
H 1.3518 3.3673 -2.5277
H 0.1467 4.4162 -1.7696
H 1.6203 2.2891 0.9626
H 1.4437 3.9975 0.4707
H 2.5211 2.9290 -0.4394
H -1.2544 0.7068 -4.0458
H -0.2613 -0.3874 -5.0232
H 0.2533 1.2812 -4.7675
H 2.3887 -0.6396 -2.4096
H 2.4600 0.6238 -3.6533
H 2.0400 -1.0340 -4.0990



(2)
19
Properties=species:S:1:pos:R:3 method="wB97M-V/def2-TZVPD" multiplicity=1 charge=-1 de_lowest_kcal_mol=44.4
I -0.2690 -1.4714 -2.0354
C 1.8389 1.6721 0.5855
O 0.8466 0.7200 0.9128
H 1.4675 2.6097 0.1719
H 2.3305 2.0629 1.4764
H 2.5139 1.2934 -0.1821
H 0.7591 0.1131 0.1741
C 0.1108 -3.6976 2.1799
O -0.6485 -3.5051 0.9964
H -0.2606 -4.6136 2.6394
H 1.1610 -3.8691 1.9437
H 0.1393 -2.8250 2.8325
H -0.1366 -2.9091 0.4448
C -1.5555 2.7289 -1.9337
O -2.1942 1.8083 -2.7087
H -1.0458 2.1873 -1.1368
H -0.9120 3.4122 -2.4878
H -2.3756 3.2789 -1.4720
H -1.7698 1.0041 -2.4008



(3)
56
Properties=species:S:1:pos:R:3 method="wB97M-V/def2-TZVPD" multiplicity=1 smiles="CCP(C)[C@]1(CCC(=O)O)OC(=O)[C@H](S(=O)(=O)C(F)(F)C(F)(F)C(F)(F)C(F)(F)F)[C@@H]1c1cccnc1"
C 4.4405 -2.3324 -1.0108
C 4.1237 -0.8759 -1.3907
P 2.3608 -0.3307 -1.5212
C 1.7419 -1.7435 -2.5171
C 1.6725 -0.7154 0.2137
C 2.6753 -0.4138 1.3327
C 3.3059 0.9972 1.2485
C 2.9289 1.9446 2.3668
O 2.8067 3.1324 2.2342
O 2.7818 1.3294 3.5635
O 1.3705 -2.1571 0.2633
C 0.0624 -2.4300 0.0626
O -0.3903 -3.5339 0.0142
C -0.7452 -1.1082 0.0394
S -1.4777 -0.7451 -1.5475
O -1.8722 -1.9593 -2.1958
O -0.6838 0.2351 -2.2244
C -3.0734 0.1437 -1.1448
F -2.8210 1.1232 -0.2667
F -3.4535 0.6784 -2.3069
C -4.2248 -0.7625 -0.6107
F -3.7253 -1.6710 0.2520
F -4.7763 -1.4075 -1.6479
C -5.3319 0.0455 0.1244
F -5.5720 1.1815 -0.5498
F -4.8967 0.3483 1.3568
C -6.6768 -0.7284 0.2544
F -6.4580 -2.0081 0.5611
F -7.3577 -0.6639 -0.8829
F -7.4028 -0.1752 1.2244
C 0.2941 -0.1368 0.6355
C 0.0485 1.3532 0.6584
C 0.4230 2.2451 -0.3469
C 0.1433 3.5885 -0.1698
C -0.5072 3.9969 0.9895
N -0.8822 3.1605 1.9518
C -0.5977 1.8783 1.7780
H 4.1294 -3.0029 -1.8147
H 5.5196 -2.4693 -0.9018
H 3.9402 -2.6517 -0.0986
H 4.6752 -0.1684 -0.7710
H 4.4847 -0.7081 -2.4140
H 2.1759 -1.5984 -3.5098
H 2.0536 -2.7078 -2.1170
H 0.6578 -1.7329 -2.6052
H 2.1607 -0.4961 2.2907
H 3.4468 -1.1824 1.3368
H 4.3970 0.9090 1.2848
H 3.0667 1.5221 0.3216
H 2.6425 2.0345 4.2160
H -1.5655 -1.2766 0.7341
H 0.2597 -0.4295 1.6939
H 0.9099 1.8968 -1.2476
H 0.4231 4.3233 -0.9160
H -0.7292 5.0482 1.1451
H -0.9015 1.2071 2.5813



(4)
16
Properties=species:S:1:pos:R:3 method="wB97M-V/def2-TZVPD" multiplicity=1 smiles=CC.CC de_lowest_kcal_mol=3.0
C 2.0455 1.2715 -0.3045
C 2.4958 0.6042 1.0036
H 2.4121 0.7339 -1.1749
H 0.9499 1.2471 -0.3932
H 2.3853 2.3118 -0.3431
H 2.7672 -0.4375 0.8277
H 1.7076 0.6409 1.7463
H 3.3702 1.1109 1.3948
C -2.7788 -1.4570 -0.1435
C -1.7379 -0.3930 -0.5286
H -3.2499 -1.8355 -1.0438
H -2.3116 -2.3025 0.3751
H -3.5328 -1.0636 0.5388
H -1.3623 0.1277 0.3499
H -2.2140 0.3223 -1.1987
H -0.9464 -0.8812 -1.1058



no.,energy (hartree)
1,-2358.79769
2,-644.95692
3,-2879.95477
4,-159.58023